Model A:
ORCA calculation (the ωB97M-V functional and the def2-TZVPD basis) on a structure of composition C33H36F4N2SbSr.

Cartesian coordinates (Å):
1 Sr 1.011 0.111 -0.559
2 C 1.571 -3.361 -1.249
3 C 1.424 -3.241 0.258
4 N 0.510 -2.153 0.641
5 C -0.862 -2.359 0.125
6 C -1.504 -3.712 0.403
7 C 0.525 -1.932 2.107
8 C 0.105 -0.514 2.489
9 N 0.938 0.462 1.797
10 C 1.884 1.168 2.470
11 C 2.958 1.688 1.727
12 F 2.972 1.385 0.369
13 C 3.983 2.452 2.225
14 F 4.940 2.877 1.387
15 C 4.032 2.760 3.568
16 C 2.998 2.269 4.344
17 F 2.978 2.550 5.650
18 C 1.959 1.514 3.834
19 F 0.978 1.152 4.684
20 H 2.321 -4.111 -1.497
21 H 1.919 -2.417 -1.690
22 H 0.646 -3.647 -1.752
23 H 2.395 -3.010 0.702
24 H 1.106 -4.198 0.687
25 H -0.853 -2.196 -0.960
26 H -1.488 -1.570 0.551
27 H -1.004 -4.517 -0.134
28 H -2.543 -3.696 0.075
29 H -1.498 -3.953 1.465
30 H 1.553 -2.082 2.443
31 H -0.098 -2.674 2.619
32 H 0.137 -0.443 3.574
33 H -0.948 -0.359 2.226
34 H 4.825 3.354 3.990
35 C 1.460 0.122 -6.897
36 C 0.243 0.940 -6.568
37 C -0.229 1.876 -7.482
38 C -1.345 2.655 -7.211
39 C -2.016 2.517 -6.008
40 C -1.557 1.595 -5.080
41 C -0.441 0.805 -5.351
42 Sb 0.124 -0.525 -3.804
43 C 2.154 0.185 -3.468
44 C 2.052 1.537 -3.096
45 C 3.141 2.268 -2.649
46 C 4.374 1.639 -2.544
47 C 4.497 0.315 -2.926
48 C 3.414 -0.427 -3.410
49 C 3.675 -1.817 -3.917
50 C -0.098 -2.461 -4.680
51 C 0.884 -3.178 -5.357
52 C 0.638 -4.456 -5.840
53 C -0.610 -5.027 -5.654
54 C -1.603 -4.308 -5.009
55 C -1.375 -3.026 -4.518
56 C -2.526 -2.284 -3.882
57 H 1.841 0.368 -7.885
58 H 1.229 -0.943 -6.886
59 H 2.261 0.303 -6.175
60 H 0.288 1.996 -8.425
61 H -1.689 3.372 -7.944
62 H -2.884 3.122 -5.790
63 H -2.080 1.491 -4.134
64 H 1.092 2.047 -3.191
65 H 3.029 3.310 -2.382
66 H 5.233 2.179 -2.174
67 H 5.466 -0.163 -2.869
68 H 4.652 -2.173 -3.592
69 H 3.677 -1.816 -5.008
70 H 2.924 -2.535 -3.588
71 H 1.856 -2.744 -5.529
72 H 1.415 -4.994 -6.363
73 H -0.817 -6.020 -6.026
74 H -2.588 -4.743 -4.893
75 H -3.440 -2.871 -3.951
76 H -2.718 -1.328 -4.380
77 H -2.348 -2.073 -2.825

Its HOMO energy is -9.74 eV. Its charge is +1.

Mulliken atomic charge list, values in e, 4 entries:
1 Sr 1.652
2 C -0.386
3 C -1.112
4 N 0.622

=====

Model B:
ORCA calculation (the ωB97M-V functional and the def2-TZVPD basis) on a structure of composition C33H36F4N2SbSr.

Cartesian coordinates (Å):
1 Sr 1.677 -0.614 0.180
2 C 0.406 2.805 0.132
3 C 1.921 2.852 0.135
4 N 2.526 1.768 -0.665
5 C 2.103 1.797 -2.086
6 C 2.274 3.120 -2.813
7 C 4.015 1.764 -0.503
8 C 4.610 0.372 -0.652
9 N 3.966 -0.549 0.302
10 C 4.562 -0.907 1.501
11 C 3.736 -1.273 2.576
12 F 2.349 -1.155 2.365
13 C 4.144 -1.694 3.814
14 F 3.227 -1.991 4.741
15 C 5.488 -1.792 4.089
16 C 6.345 -1.435 3.066
17 F 7.666 -1.513 3.252
18 C 5.915 -1.013 1.821
19 F 6.840 -0.739 0.886
20 H 0.001 3.585 0.782
21 H 0.032 1.854 0.537
22 H -0.043 2.931 -0.856
23 H 2.288 2.729 1.152
24 H 2.280 3.835 -0.184
25 H 1.049 1.497 -2.140
26 H 2.665 1.017 -2.606
27 H 1.655 3.909 -2.379
28 H 1.965 3.008 -3.854
29 H 3.310 3.465 -2.813
30 H 4.222 2.109 0.510
31 H 4.478 2.489 -1.185
32 H 5.693 0.434 -0.565
33 H 4.432 0.019 -1.677
34 H 5.858 -2.132 5.048
35 C -4.819 -1.258 -0.070
36 C -4.002 -2.464 -0.467
37 C -4.651 -3.679 -0.688
38 C -3.955 -4.831 -1.040
39 C -2.578 -4.798 -1.179
40 C -1.913 -3.595 -0.964
41 C -2.604 -2.434 -0.613
42 Sb -1.403 -0.721 -0.329
43 C -1.813 -0.374 1.742
44 C -1.308 -1.505 2.404
45 C -1.352 -1.627 3.789
46 C -1.897 -0.599 4.536
47 C -2.391 0.528 3.895
48 C -2.363 0.673 2.508
49 C -2.954 1.918 1.923
50 C -2.152 0.608 -1.823
51 C -2.942 1.749 -1.649
52 C -3.258 2.582 -2.719
53 C -2.790 2.279 -3.988
54 C -2.020 1.142 -4.176
55 C -1.689 0.296 -3.118
56 C -0.846 -0.926 -3.419
57 H -5.883 -1.491 -0.084
58 H -4.662 -0.416 -0.749
59 H -4.571 -0.918 0.940
60 H -5.730 -3.721 -0.583
61 H -4.494 -5.758 -1.205
62 H -2.025 -5.689 -1.453
63 H -0.836 -3.570 -1.083
64 H -0.904 -2.339 1.833
65 H -0.965 -2.518 4.270
66 H -1.942 -0.672 5.617
67 H -2.822 1.328 4.489
68 H -3.247 2.617 2.705
69 H -3.849 1.687 1.343
70 H -2.250 2.436 1.277
71 H -3.342 1.994 -0.691
72 H -3.881 3.455 -2.559
73 H -3.035 2.915 -4.832
74 H -1.675 0.888 -5.173
75 H -0.752 -1.078 -4.493
76 H -1.262 -1.844 -2.999
77 H 0.172 -0.820 -3.034

Its HOMO energy is -10.04 eV. Its charge is +1.

Mulliken atomic charge list, values in e, 4 entries:
1 Sr 1.444
2 C -0.615
3 C -1.145
4 N 0.569

=====

Relative stability in hartree, measured from the most stable structure: model A 0.0000; model B 0.0233

=====

Model A:
ORCA calculation (the ωB97M-V functional and the def2-TZVPD basis) on the molecule C27H44O.

Cartesian coordinates (Å):
1 C 5.002 -0.112 -1.039
2 C 5.248 0.827 -0.129
3 C 5.963 2.109 -0.484
4 C 5.532 3.225 0.466
5 C 5.928 2.920 1.922
6 O 7.163 3.508 2.267
7 C 5.943 1.395 2.170
8 C 4.935 0.707 1.293
9 C 3.847 0.110 1.811
10 C 2.739 -0.415 1.058
11 C 1.778 -1.230 1.510
12 C 1.734 -1.852 2.879
13 C 0.415 -1.547 3.602
14 C -0.807 -1.883 2.745
15 C -0.715 -1.212 1.374
16 C -0.758 0.310 1.520
17 C -1.743 -1.720 0.340
18 C -3.209 -1.296 0.594
19 C -4.141 -2.497 0.416
20 C -3.726 -0.083 -0.198
21 C -4.212 -0.373 -1.620
22 C -4.447 0.926 -2.391
23 C -4.877 0.712 -3.846
24 C -4.844 2.041 -4.599
25 C -6.271 0.098 -3.943
26 C -1.093 -1.359 -1.013
27 C 0.424 -1.231 -0.752
28 C 0.598 -1.669 0.700
29 H 4.565 -1.060 -0.778
30 H 5.266 0.029 -2.074
31 H 7.045 1.954 -0.414
32 H 5.743 2.384 -1.517
33 H 5.982 4.176 0.175
34 H 4.448 3.334 0.406
35 H 5.209 3.394 2.597
36 H 7.844 3.156 1.681
37 H 5.757 1.189 3.224
38 H 6.944 1.020 1.931
39 H 3.766 0.077 2.890
40 H 2.690 -0.081 0.030
41 H 1.825 -2.937 2.763
42 H 2.569 -1.520 3.495
43 H 0.375 -2.123 4.530
44 H 0.391 -0.490 3.873
45 H -0.862 -2.967 2.610
46 H -1.712 -1.569 3.269
47 H 0.139 0.673 2.014
48 H -1.623 0.612 2.105
49 H -0.815 0.793 0.550
50 H -1.725 -2.814 0.419
51 H -3.264 -1.013 1.651
52 H -5.175 -2.205 0.587
53 H -3.889 -3.279 1.130
54 H -4.058 -2.910 -0.586
55 H -2.951 0.684 -0.229
56 H -4.565 0.345 0.358
57 H -5.142 -0.938 -1.571
58 H -3.483 -0.979 -2.159
59 H -5.207 1.520 -1.877
60 H -3.521 1.507 -2.387
61 H -4.162 0.028 -4.320
62 H -5.537 2.748 -4.147
63 H -3.847 2.476 -4.573
64 H -5.128 1.900 -5.639
65 H -6.999 0.733 -3.440
66 H -6.300 -0.888 -3.487
67 H -6.568 -0.003 -4.984
68 H -1.301 -2.130 -1.754
69 H -1.476 -0.419 -1.400
70 H 0.744 -0.198 -0.885
71 H 1.009 -1.851 -1.430
72 H 0.591 -2.768 0.715

Its SMILES is C=C1CC[C@H](O)C/C1=C/C=C1\CCC[C@]2(C)[C@@H]([C@H](C)CCCC(C)C)CC[C@@H]12. Its HOMO energy is -7.77 eV.

Mulliken atomic charge list, values in e, 4 entries:
1 C -1.505
2 C 0.543
3 C -0.807
4 C -0.874

=====

Model B:
ORCA calculation (the ωB97M-V functional and the def2-TZVPD basis) on the molecule C27H44O.

Cartesian coordinates (Å):
1 C -0.494 6.879 -1.523
2 C -0.099 6.204 -0.211
3 C 0.701 7.178 0.651
4 C 0.688 4.921 -0.501
5 C 0.944 4.060 0.733
6 C 1.620 2.740 0.361
7 C 1.911 1.864 1.587
8 C 3.173 2.373 2.291
9 C 2.070 0.356 1.306
10 C 2.784 -0.024 0.001
11 C 2.327 -1.459 -0.318
12 C 1.347 -1.858 0.799
13 C 0.274 -2.888 0.412
14 C 0.935 -4.134 -0.180
15 C -0.026 -5.026 -0.892
16 C -1.262 -4.688 -1.225
17 C -2.112 -5.629 -2.049
18 C -3.579 -5.291 -2.058
19 O -4.443 -6.117 -1.888
20 C -3.887 -3.841 -2.350
21 C -2.707 -2.912 -2.075
22 C -1.892 -3.368 -0.849
23 C -2.830 -3.606 0.344
24 C -0.795 -2.319 -0.530
25 C -1.371 -1.041 0.084
26 C -0.278 -0.008 0.339
27 C 0.789 -0.515 1.312
28 C 0.224 -0.638 2.726
29 H -1.073 7.780 -1.332
30 H -1.095 6.210 -2.136
31 H 0.394 7.156 -2.088
32 H -1.014 5.933 0.328
33 H 0.142 8.100 0.796
34 H 1.645 7.423 0.167
35 H 0.914 6.755 1.629
36 H 0.126 4.328 -1.228
37 H 1.643 5.185 -0.962
38 H 1.568 4.608 1.438
39 H -0.009 3.849 1.227
40 H 0.966 2.217 -0.334
41 H 2.557 2.956 -0.159
42 H 1.074 1.977 2.284
43 H 3.325 1.853 3.235
44 H 4.046 2.210 1.664
45 H 3.098 3.436 2.502
46 H 2.679 -0.039 2.127
47 H 3.866 0.032 0.122
48 H 2.513 0.650 -0.808
49 H 1.837 -1.493 -1.291
50 H 3.177 -2.140 -0.353
51 H 1.934 -2.304 1.612
52 H -0.229 -3.186 1.337
53 H 1.441 -4.693 0.612
54 H 1.704 -3.844 -0.902
55 H 0.369 -5.988 -1.192
56 H -1.779 -5.570 -3.092
57 H -1.979 -6.662 -1.720
58 H -4.179 -3.778 -3.402
59 H -4.765 -3.556 -1.767
60 H -3.084 -1.900 -1.927
61 H -2.039 -2.890 -2.940
62 H -2.260 -3.750 1.258
63 H -3.423 -4.505 0.189
64 H -3.510 -2.769 0.479
65 H -0.316 -2.062 -1.481
66 H -1.873 -1.274 1.021
67 H -2.110 -0.600 -0.587
68 H 0.188 0.233 -0.616
69 H -0.731 0.903 0.736
70 H 1.002 -0.944 3.421
71 H -0.180 0.314 3.064
72 H -0.573 -1.374 2.770

Its SMILES is CC(C)CCC[C@H](C)[C@@H]1CC[C@@H]2[C@@H]3CC=C4CC(=O)CC[C@]4(C)[C@H]3CC[C@@]21C. Its HOMO energy is -8.99 eV.

Mulliken atomic charge list, values in e, 4 entries:
1 C -1.601
2 C 0.819
3 C -1.469
4 C -0.872

=====

Relative stability in hartree, measured from the most stable structure: model A 0.0581; model B 0.0000

=====

Model A:
ORCA calculation (the ωB97M-V functional and the def2-TZVPD basis) on a cluster of 2 separate species, C4H14N in total.

Cartesian coordinates (Å):
1 C 1.263 -2.838 1.410
2 C 2.578 -2.261 0.885
3 H 0.375 -2.648 0.807
4 H 1.113 -2.466 2.429
5 H 1.351 -3.914 1.491
6 H 2.542 -1.175 0.785
7 H 3.335 -2.509 1.640
8 H 2.940 -2.664 -0.060
9 C -1.272 2.559 -1.769
10 C -1.641 1.283 -1.040
11 N -1.015 1.210 0.342
12 H -1.763 2.477 -2.741
13 H -1.623 3.479 -1.287
14 H -0.193 2.624 -1.918
15 H -2.707 1.160 -0.917
16 H -1.263 0.429 -1.590
17 H -0.964 0.246 0.674
18 H -1.508 1.752 1.053
19 H -0.065 1.586 0.279

Its HOMO energy is -14.72 eV. Its charge is +1.

Mulliken atomic charge list, values in e, 4 entries:
1 C -0.810
2 C -0.774
3 H 0.230
4 H 0.266

=====

Model B:
ORCA calculation (the ωB97M-V functional and the def2-TZVPD basis) on a cluster of 2 separate species, C4H14N in total.

Cartesian coordinates (Å):
1 N 1.675 -0.852 -1.553
2 H 1.108 -1.684 -1.320
3 H 1.926 -0.408 -0.650
4 H 2.485 -1.071 -2.092
5 H 1.028 -0.178 -2.061
6 C 0.643 1.097 0.574
7 C -0.600 0.267 0.965
8 C -1.874 0.967 0.446
9 C -0.524 -1.157 0.435
10 H 1.581 0.567 0.829
11 H 0.586 1.364 -0.534
12 H 0.656 2.040 1.129
13 H -0.632 0.199 2.060
14 H -2.769 0.392 0.691
15 H -1.800 1.056 -0.689
16 H -1.974 1.991 0.862
17 H 0.443 -1.635 0.689
18 H -1.299 -1.763 0.887
19 H -0.659 -1.193 -0.668

Its HOMO energy is -15.36 eV. Its charge is +1.

Mulliken atomic charge list, values in e, 4 entries:
1 N -0.403
2 H 0.357
3 H 0.171
4 H 0.394

=====

Model C:
ORCA calculation (the ωB97M-V functional and the def2-TZVPD basis) on a cluster of 2 separate species, C4H14N in total.

Cartesian coordinates (Å):
1 C -1.147 -0.133 -0.825
2 C -1.187 0.341 0.607
3 N -2.478 -0.412 -1.391
4 H -0.860 0.804 -1.530
5 H -0.303 -0.814 -0.889
6 H -2.164 0.228 1.147
7 H -1.163 1.449 0.555
8 H -3.100 0.460 -1.448
9 H -2.501 -0.909 -2.466
10 H -3.051 -1.099 -0.751
11 H -0.315 0.053 1.467
12 C 2.307 -0.121 -0.140
13 C 2.235 0.151 1.428
14 H 1.556 -0.770 -0.227
15 H 2.268 0.997 -0.480
16 H 3.240 -0.517 -0.364
17 H 2.760 -0.710 1.986
18 H 1.198 -0.083 1.578
19 H 2.706 1.083 1.744

Its HOMO energy is -14.32 eV. Its charge is +1.

Mulliken atomic charge list, values in e, 4 entries:
1 C -0.378
2 C -0.876
3 N -0.407
4 H 0.249

=====

Relative stability in hartree, measured from the most stable structure: model A 0.0000; model B 0.0026; model C 0.1097